C15H14ClNO3 | ωB97M-V with the def2-TZVPD basis set

The geometry in XYZ format:
```
34
Properties=species:S:1:pos:R:3:forces:R:3
H -5.899599 -1.654531 1.629555 0.0 0.0 0.0
C -1.785373 0.592778 -0.197795 -0.4 -0.1 0.1
N -0.389842 0.677288 -0.446384 -0.5 0.0 0.1
C 2.951918 1.839575 0.451148 -0.1 0.0 0.0
H 4.961027 1.061086 0.909831 0.2 -0.1 0.0
H 1.810555 2.223455 -1.338514 -0.1 -0.1 0.1
C 0.295840 -0.198952 -1.275172 0.5 0.1 -0.3
H -5.718039 -3.244414 0.848731 0.0 0.1 0.0
H 2.310457 0.006086 -2.046469 -0.1 0.0 0.0
H 1.675163 -1.012444 0.762146 0.0 -0.1 0.0
H -4.517270 2.538024 0.080113 0.0 0.1 0.0
C 1.803542 1.501527 -0.514075 0.1 0.1 0.1
H -5.566716 0.373615 0.476310 -0.1 0.0 0.0
C -3.909194 1.646313 0.064220 0.2 0.0 -0.1
H 2.522245 2.043303 1.438165 0.0 0.1 -0.1
H 2.372677 -1.925771 -0.581617 0.0 0.0 0.1
H -6.177993 -1.828589 -0.127700 0.0 0.0 0.0
C 3.695318 -0.509843 0.337707 0.0 0.2 0.0
O 0.101760 2.415899 0.979592 0.0 0.1 0.1
H 3.447699 2.757827 0.133545 -0.1 0.0 0.1
O -0.203400 -1.045316 -1.962523 0.0 -0.2 0.0
O -4.201108 -1.995789 0.484523 0.3 0.0 -0.1
C 3.979293 0.759650 0.581269 0.0 -0.1 -0.1
C 0.431129 1.632550 0.131882 0.4 0.1 0.0
C -2.555155 1.750176 -0.184657 0.0 0.0 -0.1
C -5.577556 -2.172423 0.720393 -0.2 0.0 0.0
Cl 4.880431 -1.758147 0.518468 0.1 -0.1 0.1
C 2.335679 -0.944482 -0.108868 0.0 0.0 -0.2
H -1.775349 -1.546491 0.016983 0.1 -0.1 0.0
H -2.097871 2.710340 -0.357377 0.0 0.1 0.0
C -4.505791 0.416705 0.289196 -0.2 -0.3 0.1
C -2.361463 -0.642694 0.031320 -0.1 0.0 0.0
C 1.776536 0.091356 -1.099072 0.0 -0.1 0.0
C -3.732423 -0.739615 0.271887 0.2 0.2 0.0
```
Forces are in eV/Å.

Properties
* orbital gap: 9.4 eV
* E: -1320.68945 Eh
* SMILES: COc1cccc(N2C(=O)[C@H]3CC=C(Cl)C[C@H]3C2=O)c1
* energy relative to the best compared isomer or geometry (same formula, charge and spin): 0.0 kcal per mole
* LUMO energy: 0.02545 Eh
* multiplicity: 1
* max |F|: 0.6 eV Å⁻¹
* E_HOMO: -8.69 eV

Löwdin population analysis, charges in e, atoms 1 to 8: 0.10 -0.17 0.11 -0.11 0.11 0.17 -0.38 0.09